Entry 1:
The following is a DFT calculation (ωB97M-V with the def2-TZVPD basis set) of a structure of composition C23H41N2P3STc at a distorted geometry.

Geometry as XYZ:
```
71
Properties=species:S:1:pos:R:3:lowdin_spin:R:1
Tc -0.62 0.07 -0.15 0.889
P -0.59 -2.04 0.58 -0.007
P 1.26 0.48 1.72 0.022
P -1.52 -0.64 -2.11 0.031
H 1.41 2.18 -3.20 0.037
C 0.38 2.42 -2.95 0.679
C 0.00 3.01 -1.71 0.136
H -0.07 4.13 -1.78 0.029
C 0.73 -3.13 -0.05 -0.001
C -0.55 -2.55 2.35 -0.002
C -2.11 -3.05 0.25 0.003
C 1.94 2.17 2.26 0.001
C 1.08 -0.16 3.44 0.012
C 2.76 -0.35 1.09 0.019
C -1.72 0.43 -3.59 0.026
C -3.32 -1.18 -2.15 0.030
C -0.63 -2.05 -2.92 -0.002
H -0.33 2.67 -3.80 0.017
H -0.80 2.48 -1.13 0.025
H 0.63 -4.14 0.37 0.000
H 1.71 -2.73 0.22 0.000
H 0.70 -3.22 -1.13 0.000
H -0.78 -3.61 2.49 0.000
H -1.26 -1.96 2.93 0.000
H 0.45 -2.42 2.74 0.000
H -2.06 -4.01 0.78 0.000
H -2.23 -3.27 -0.81 0.000
H -3.00 -2.49 0.59 0.000
H 2.11 2.12 3.33 0.000
H 1.22 2.98 2.11 0.000
H 2.87 2.39 1.73 0.000
H 1.86 -0.90 3.64 0.001
H 0.10 -0.59 3.63 0.000
H 1.18 0.66 4.15 0.001
H 3.65 0.22 1.38 0.000
H 2.73 -0.36 -0.01 0.009
H 2.81 -1.36 1.48 0.001
H -2.33 -0.10 -4.37 0.002
H -0.69 0.63 -3.95 0.014
H -2.20 1.37 -3.29 0.000
H -3.48 -1.78 -3.06 0.004
H -3.94 -0.28 -2.20 0.000
H -3.63 -1.76 -1.28 0.000
H -0.76 -1.98 -4.01 0.000
H -1.01 -3.02 -2.58 0.000
H 0.44 -1.96 -2.68 0.000
C 3.21 2.18 -1.06 0.036
C 3.17 1.00 -1.80 0.282
C 4.36 0.32 -2.03 0.088
C 5.59 0.86 -1.66 0.038
C 5.61 2.12 -1.02 0.314
C 4.42 2.73 -0.64 0.193
S 1.70 3.01 -0.49 -0.001
H 1.04 1.93 -0.10 0.001
H 2.20 0.63 -2.16 0.012
H 4.35 -0.63 -2.53 0.001
H 6.52 0.38 -1.94 -0.001
H 6.58 2.59 -0.78 0.010
H 4.36 3.55 0.09 0.005
N -6.55 -0.21 4.32 0.002
C -5.64 0.06 3.63 0.000
C -4.49 0.35 2.82 0.003
C -4.61 0.57 1.45 0.001
C -3.46 0.74 0.65 0.016
N -2.19 0.62 1.15 0.017
C -2.09 0.65 2.51 0.003
C -3.20 0.47 3.35 0.003
H -5.58 0.57 0.97 0.000
H -3.54 0.97 -0.42 0.002
H -1.12 0.84 2.95 0.001
H -3.06 0.39 4.41 0.000
```

ΔE to the lowest compared entry with this formula, charge and spin   4.114 eV
E   -68347.902 eV
HOMO-LUMO gap (spin up / spin down)   0.2448 / 0.1161 hartree
Charge   +4
⟨S²⟩   3.787
Max |F|   0.0879 Eh/bohr
Multiplicity   4



Entry 2:
The following is a DFT calculation (ωB97M-V with the def2-TZVPD basis set) of a structure of composition C23H42BN4OOsSi4Te at a distorted geometry.

Geometry as XYZ:
```
77
Properties=species:S:1:pos:R:3:mulliken_charge:R:1
Os -0.28 0.39 0.17 0.559
C 3.98 -0.50 1.17 -1.795
C 2.47 -0.64 1.37 3.062
C 2.11 0.00 2.70 -2.256
C 1.71 -0.01 0.19 -1.294
C 2.09 -2.13 1.34 -0.157
C 1.42 -2.75 2.39 0.074
C 1.02 -4.08 2.32 -0.830
C 1.28 -4.83 1.18 -0.461
C 1.96 -4.23 0.13 -0.936
C 2.36 -2.91 0.21 -0.236
H 4.25 0.56 1.16 0.365
H 4.31 -0.93 0.22 0.354
H 4.53 -0.99 1.97 0.450
H 2.47 1.04 2.72 0.379
H 2.59 -0.53 3.53 0.516
H 1.03 0.03 2.87 0.383
H 2.13 -0.32 -0.77 0.681
H 1.18 -2.19 3.29 0.417
H 0.48 -4.53 3.15 0.402
H 0.95 -5.85 1.11 0.392
H 2.17 -4.80 -0.77 0.366
H 2.88 -2.46 -0.63 0.286
C 3.32 5.55 1.47 -0.944
Si 2.22 6.05 0.03 0.352
C 3.14 5.66 -1.57 -0.967
C 1.98 7.92 0.12 -1.040
Si 0.20 4.88 0.08 0.002
Te 1.45 2.24 0.06 -0.634
Si -1.04 5.21 -1.85 0.491
C -2.71 4.38 -1.71 -0.800
C -0.13 4.49 -3.34 -1.067
C -1.31 7.05 -2.17 -1.054
Si -0.96 5.25 2.08 0.509
C 0.14 4.80 3.54 -0.966
C -2.52 4.23 2.17 -0.890
C -1.42 7.07 2.21 -1.063
H 4.30 6.04 1.37 0.368
H 3.48 4.47 1.50 0.197
H 2.89 5.85 2.43 0.272
H 4.15 6.08 -1.53 0.369
H 2.62 6.08 -2.43 0.241
H 3.22 4.58 -1.72 0.269
H 2.95 8.42 0.05 0.382
H 1.51 8.21 1.05 0.294
H 1.35 8.28 -0.70 0.238
H -2.62 3.33 -1.43 -0.020
H -3.23 4.43 -2.67 0.442
H -3.34 4.86 -0.96 0.292
H 0.08 3.43 -3.19 0.278
H 0.82 4.99 -3.52 0.246
H -0.75 4.59 -4.23 0.380
H -1.82 7.52 -1.33 0.277
H -1.91 7.19 -3.07 0.361
H -0.36 7.57 -2.31 0.245
H 0.50 3.78 3.45 0.178
H -0.42 4.89 4.47 0.386
H 1.01 5.45 3.60 0.274
H -2.31 3.17 2.02 0.094
H -3.25 4.52 1.42 0.289
H -2.97 4.35 3.15 0.457
H -0.55 7.72 2.14 0.232
H -1.90 7.26 3.18 0.381
H -2.11 7.36 1.42 0.281
B -4.95 1.61 -0.07 0.465
C -3.40 1.36 0.09 -0.044
N -2.25 1.21 0.22 -0.504
H -5.44 0.55 -0.39 -0.173
H -5.36 1.97 1.02 -0.163
H -5.09 2.46 -0.92 -0.189
O -0.77 -1.54 -0.40 -0.747
N -0.99 -1.36 0.88 0.358
C -1.81 -2.18 1.46 0.505
C -2.30 -3.33 0.77 0.141
N -2.72 -4.24 0.21 -0.532
C -2.05 -2.00 2.86 0.086
N -2.23 -1.85 3.98 -0.559
```

ΔE to the lowest compared entry with this formula, charge and spin   3.267 eV
E   -74487.337 eV
HOMO-LUMO gap (spin up / spin down)   0.1876 / 0.1887 hartree
Charge   -1
Max |F|   0.0710 Eh/bohr



Entry 3:
The following is a DFT calculation (ωB97M-V with the def2-TZVPD basis set) of a structure of composition C23H42Cl3EuN4O3SSi at a distorted geometry.

Geometry as XYZ:
```
78
Properties=species:S:1:pos:R:3:lowdin_spin:R:1
C 3.96 1.71 -2.20 0.000
C 3.26 2.60 -1.24 0.000
H 4.48 2.23 -3.00 0.000
H 3.22 1.03 -2.66 0.000
H 4.67 1.06 -1.66 0.000
C 3.30 3.95 -1.23 0.000
C 4.02 4.75 -2.26 0.000
H 2.83 4.51 -0.42 0.000
H 4.17 4.17 -3.18 0.000
H 5.00 5.09 -1.89 0.000
H 3.45 5.64 -2.52 0.000
Eu -0.20 -0.57 -0.80 7.025
Cl 1.35 -1.35 1.35 -0.007
Cl -0.93 -2.72 -2.40 -0.007
H -3.96 -4.93 1.28 0.000
H -1.63 -6.21 1.10 0.000
C -3.60 -4.32 0.45 0.000
C -1.44 -5.51 0.27 0.000
N -2.14 -4.26 0.51 0.001
H -4.03 -3.32 0.51 0.000
C -1.47 -3.12 0.61 0.002
O -1.96 -1.97 0.51 -0.004
H -0.36 -5.32 0.20 0.000
H -0.38 -3.24 0.78 0.001
H -3.90 -4.82 -0.48 0.000
H -1.79 -5.97 -0.66 0.000
H 1.13 2.26 -3.24 0.000
H 0.46 4.70 -1.94 0.000
C 0.09 2.36 -3.57 0.000
C -0.52 4.49 -2.40 0.000
N -0.70 3.05 -2.56 0.001
H -0.33 1.36 -3.72 0.000
C -1.52 2.34 -1.77 0.002
O -1.58 1.09 -1.82 -0.006
H -1.31 4.90 -1.77 0.000
H -2.15 2.90 -1.05 0.000
H 0.06 2.92 -4.51 0.000
H -0.55 4.98 -3.39 0.000
O 1.43 1.15 -0.97 -0.011
C 2.41 1.80 -0.25 0.000
C 0.93 3.59 0.90 0.000
C 1.95 2.62 0.97 0.000
H 0.31 3.68 0.01 0.000
C 0.75 4.49 1.96 0.000
H 3.09 1.01 0.12 0.000
C 2.66 2.47 2.16 0.000
H -0.01 5.27 1.89 0.000
C 1.53 4.38 3.12 0.000
C 2.48 3.36 3.22 0.000
H 3.40 1.66 2.21 0.000
H 1.40 5.09 3.94 0.000
H 3.12 3.28 4.09 0.000
Si 1.31 -3.00 -4.25 0.000
Cl 1.91 -1.12 -3.41 0.001
C -0.31 -2.84 -5.29 0.000
C 1.73 -4.44 -3.08 0.000
C 2.35 -3.70 -5.73 0.000
H -0.96 -2.00 -4.98 0.000
H -0.86 -3.79 -5.16 0.000
H -0.06 -2.76 -6.36 0.000
H 2.21 -3.08 -6.62 0.000
H 2.03 -4.73 -5.99 0.000
H 3.43 -3.77 -5.52 0.000
H 1.60 -4.19 -2.02 0.000
H 2.77 -4.77 -3.26 0.000
H 1.09 -5.30 -3.35 0.000
S -1.37 1.49 1.70 0.000
C -1.83 0.39 2.88 0.000
N -3.00 0.32 3.57 0.000
C -3.09 -0.83 4.46 0.000
C -1.76 -1.56 4.17 0.000
N -1.08 -0.66 3.28 0.000
H -3.75 0.98 3.45 0.000
H -3.96 -1.44 4.21 0.000
H -3.14 -0.55 5.52 0.000
H -1.97 -2.53 3.70 0.000
H -1.17 -1.73 5.07 0.000
H -0.17 -0.86 2.84 0.000
```

ΔE to the lowest compared entry with this formula, charge and spin   0.000 eV
E   -112253.196 eV
HOMO-LUMO gap (spin up / spin down)   0.1927 / 0.2611 hartree
Charge   -1
⟨S²⟩   15.759
Max |F|   0.0434 Eh/bohr
Multiplicity   8